# 1
97
Properties=species:S:1:pos:R:3:mulliken_charge:R:1 method="wB97M-V/def2-TZVPD" orbital_gap_ev=4.003 total_charge=0 energy_ev=-76941.490 relative_energy_ev=0.0000
O -2.999 -1.488 -6.013 -0.515
V -3.713 -0.212 -5.444 1.709
O -3.668 0.921 -6.519 -0.511
N -2.213 0.760 -2.777 1.171
O -2.518 1.868 -2.313 -0.666
O -1.996 -0.147 -1.962 -0.521
O -2.274 0.478 -4.019 -0.701
C 1.980 -1.065 3.866 -1.917
C 2.831 -1.097 2.575 1.403
C 2.832 -2.532 2.018 -0.257
C 3.437 -2.569 0.632 -0.877
C 2.554 -1.731 -0.299 -1.141
C 2.365 -0.273 0.129 1.640
N 2.084 -0.262 1.577 1.240
O 1.837 1.007 2.096 -0.571
C 3.672 0.484 -0.218 -1.800
C 1.221 0.404 -0.667 -0.903
C 4.279 -0.671 2.920 -1.845
H 0.918 -1.236 3.689 0.158
H 2.076 -0.120 4.408 0.402
H 2.337 -1.769 4.622 0.459
H 3.367 -3.302 2.582 0.486
H 1.796 -2.883 1.981 -0.510
H 3.531 -3.581 0.237 0.424
H 4.426 -2.108 0.609 0.362
H 1.628 -2.248 -0.559 0.353
H 3.095 -1.744 -1.252 0.434
H 3.674 1.525 0.102 0.128
H 4.459 0.031 0.391 0.506
H 3.882 0.302 -1.271 0.410
H 1.412 0.421 -1.742 0.172
H 0.313 -0.170 -0.477 -0.233
H 1.072 1.463 -0.452 0.009
H 4.275 0.419 2.942 0.330
H 5.018 -1.046 2.215 0.312
H 4.530 -1.107 3.887 0.494
H 0.877 1.090 2.145 0.336
C 0.473 4.568 0.118 -1.851
C 1.099 4.910 -1.232 1.119
C 2.574 4.537 -1.058 -0.760
C 3.392 4.213 -2.332 -0.958
C 2.631 3.211 -3.175 -0.734
C 1.192 3.660 -3.480 1.474
N 0.507 4.039 -2.244 1.330
O -0.871 4.249 -2.375 -0.638
C 1.230 4.795 -4.564 -1.825
C 0.501 2.394 -4.007 -1.725
C 0.910 6.443 -1.425 -1.533
H -0.514 5.020 0.232 0.404
H 0.545 3.514 0.383 0.186
H 0.994 5.066 0.946 0.423
H 3.104 5.297 -0.479 0.518
H 2.694 3.642 -0.438 -0.010
H 3.641 5.194 -2.743 0.391
H 4.325 3.704 -2.078 0.476
H 2.782 2.216 -2.751 0.110
H 3.281 3.191 -4.058 0.375
H 1.854 4.599 -5.436 0.384
H 1.671 5.651 -4.057 0.345
H 0.207 4.967 -4.893 0.327
H 0.945 2.005 -4.923 0.422
H -0.551 2.591 -4.227 0.488
H 0.506 1.640 -3.218 -0.021
H 1.290 6.751 -2.400 0.300
H -0.094 6.804 -1.217 0.331
H 1.611 6.956 -0.761 0.389
H -1.298 3.416 -2.129 0.386
C -1.477 -3.618 2.862 -1.387
C -2.235 -3.255 1.571 1.636
C -2.441 -4.550 0.752 -1.143
C -3.514 -5.468 1.371 -0.818
C -4.833 -4.676 1.517 -1.296
C -4.656 -3.381 2.320 1.864
N -3.525 -2.591 1.841 0.280
O -3.386 -1.373 2.520 -0.431
C -5.963 -2.643 1.996 -2.032
C -4.657 -3.716 3.818 -1.766
C -1.297 -2.363 0.737 -1.884
H -0.409 -3.717 2.694 0.453
H -1.881 -4.466 3.422 0.265
H -1.722 -2.845 3.599 0.150
H -2.738 -4.427 -0.291 0.418
H -1.485 -5.077 0.797 0.404
H -3.221 -5.934 2.315 0.322
H -3.682 -6.343 0.737 0.419
H -5.554 -5.346 1.982 0.447
H -5.185 -4.390 0.524 0.434
H -5.984 -2.183 1.005 0.451
H -6.874 -3.244 2.016 0.388
H -6.180 -1.808 2.670 0.397
H -4.238 -2.892 4.399 0.313
H -5.674 -3.854 4.190 0.483
H -4.150 -4.649 4.072 0.330
H -0.351 -2.892 0.600 0.052
H -1.028 -1.441 1.249 0.477
H -1.788 -2.309 -0.234 0.350
H -2.902 -1.602 3.330 0.330

# 2
101
Properties=species:S:1:pos:R:3:lowdin_spin:R:1 method="wB97M-V/def2-TZVPD" multiplicity=2 orbital_gap_ev="6.282 / 2.185" total_charge=0 energy_ev=-84565.620
O -1.433 -2.249 3.156 0.000
V -1.707 -0.704 3.565 0.000
O -1.088 0.373 2.654 0.000
N -2.171 0.299 6.496 0.000
O -2.225 1.390 7.042 0.000
O -1.708 -0.618 7.085 0.000
O -2.654 0.161 5.335 0.000
N 1.153 0.294 5.646 0.000
O 0.327 -0.263 4.920 0.000
O 0.796 1.206 6.424 0.000
O 2.300 0.017 5.638 0.000
C -5.298 -1.518 0.160 0.000
C -3.822 -0.971 0.294 0.000
C -3.365 -0.393 -1.113 0.000
C -4.073 0.866 -1.501 0.000
C -3.786 1.834 -0.344 0.000
C -4.201 1.409 1.152 0.000
N -3.653 0.057 1.399 0.000
O -3.937 -0.444 2.603 0.000
C -3.489 2.471 1.931 0.000
C -5.739 1.449 1.440 0.000
C -2.809 -2.114 0.458 0.000
H -5.291 -2.606 0.099 0.000
H -5.914 -0.981 -0.562 0.000
H -5.806 -1.475 1.124 0.000
H -2.309 -0.134 -1.190 0.000
H -3.618 -1.109 -1.895 0.000
H -5.123 0.654 -1.706 0.000
H -3.875 1.043 -2.558 0.000
H -4.245 2.750 -0.715 0.000
H -2.703 1.955 -0.324 0.000
H -2.436 2.739 1.843 0.000
H -3.940 3.433 1.688 0.000
H -3.615 2.306 3.001 0.000
H -5.946 2.422 0.994 0.000
H -6.277 0.811 0.738 0.000
H -6.057 1.336 2.476 0.000
H -3.111 -2.565 1.404 0.000
H -1.861 -1.584 0.372 0.000
H -2.898 -2.950 -0.236 0.000
H -4.890 -0.517 2.509 0.000
C 1.091 -3.497 0.737 0.000
C 1.802 -3.096 -0.573 0.000
C 2.702 -1.798 -0.092 0.000
C 3.698 -1.436 -1.157 0.000
C 4.557 -2.662 -1.502 0.000
C 3.846 -3.912 -1.958 0.000
N 2.654 -4.218 -1.043 0.000
O 1.979 -5.340 -1.225 0.000
C 3.355 -3.611 -3.391 0.000
C 4.943 -4.992 -1.948 0.000
C 0.800 -2.544 -1.577 0.000
H 0.565 -2.660 1.195 0.000
H 1.864 -3.763 1.458 0.000
H 0.350 -4.295 0.788 0.000
H 2.124 -0.966 0.310 0.000
H 3.445 -2.089 0.651 0.000
H 4.253 -0.580 -0.774 0.000
H 3.179 -0.987 -2.004 0.000
H 5.098 -2.725 -0.558 0.000
H 5.319 -2.421 -2.243 0.000
H 2.750 -2.716 -3.538 0.000
H 4.096 -3.571 -4.190 0.000
H 2.799 -4.415 -3.872 0.000
H 5.098 -5.697 -1.131 0.000
H 4.916 -5.688 -2.787 0.000
H 5.915 -4.506 -2.029 0.000
H 1.285 -1.933 -2.338 0.000
H -0.096 -2.004 -1.271 0.000
H 0.411 -3.406 -2.119 0.000
H 2.380 -5.919 -0.573 0.000
C -0.309 2.456 -3.095 0.017
C 0.965 2.562 -2.280 0.046
C 1.548 3.885 -2.756 0.001
C 2.709 4.424 -1.867 0.000
C 2.383 4.516 -0.387 -0.001
C 1.662 3.203 0.178 0.058
N 0.728 2.576 -0.812 0.612
O 0.094 1.381 -0.329 0.122
C 2.656 2.164 0.644 0.052
C 0.933 3.547 1.493 0.024
C 1.919 1.395 -2.714 0.043
H -0.004 2.399 -4.140 0.000
H -0.863 3.389 -3.001 0.000
H -0.850 1.607 -2.675 0.000
H 2.013 3.906 -3.741 -0.001
H 0.783 4.659 -2.693 0.001
H 2.910 5.446 -2.187 0.000
H 3.723 4.044 -1.995 0.000
H 1.826 5.445 -0.259 0.000
H 3.358 4.648 0.081 0.000
H 3.125 2.589 1.531 0.005
H 2.105 1.296 1.006 0.002
H 3.351 2.175 -0.195 0.001
H -0.107 3.870 1.435 0.000
H 1.052 2.637 2.081 0.000
H 1.575 4.288 1.969 0.002
H 1.856 1.095 -3.760 0.005
H 1.807 0.473 -2.143 0.001
H 2.949 1.601 -2.421 0.001
H -0.576 1.690 0.285 0.009

# 3
103
Properties=species:S:1:pos:R:3:mulliken_charge:R:1 method="wB97M-V/def2-TZVPD" orbital_gap_ev=7.245 total_charge=+1 energy_ev=-232826.263
C 2.438 -2.694 0.375 -0.187
O 2.258 -1.237 0.278 -0.313
C 1.280 -0.736 1.273 -0.532
C -0.213 -0.866 0.609 -0.053
C -1.130 0.525 0.758 -0.489
C -2.702 0.008 0.678 -0.137
C -3.733 1.120 0.030 -0.034
C -5.069 0.281 -0.529 -0.580
C -6.457 0.807 0.097 -0.047
C -7.499 -0.245 0.733 -0.575
C -7.129 -1.827 0.686 -0.546
C -8.232 -2.826 1.407 -0.460
N -7.989 -4.218 0.792 -0.344
H 2.052 -3.256 -0.603 -0.239
H 3.600 -2.928 0.441 0.228
H 1.885 -3.203 1.275 0.276
H 1.309 -1.361 2.289 0.296
H 1.489 0.394 1.518 0.255
H -0.812 -1.696 1.222 0.315
H -0.195 -1.267 -0.511 -0.126
H -0.901 0.979 1.825 0.326
H -0.830 1.248 -0.112 0.247
H -2.667 -0.982 0.010 0.203
H -3.035 -0.269 1.769 -0.353
H -3.194 1.658 -0.889 0.321
H -4.021 1.972 0.780 0.081
H -5.086 0.509 -1.700 0.196
H -4.799 -0.844 -0.419 0.225
H -7.031 1.419 -0.752 0.334
H -6.207 1.624 0.930 -0.148
H -7.742 0.068 1.859 0.099
H -8.539 -0.115 0.162 0.282
H -6.122 -1.969 1.310 0.321
H -6.927 -2.146 -0.431 0.415
H -9.342 -2.463 1.264 0.326
H -7.925 -2.945 2.551 0.281
H -7.080 -4.248 0.245 0.382
H -8.738 -4.482 0.100 0.370
H -7.879 -4.945 1.558 0.387
Cl 7.144 1.843 1.535 -0.215
C 5.769 0.715 1.434 0.123
C 4.475 1.419 1.057 0.593
Cl 3.888 2.489 2.353 -0.155
H 5.682 0.200 2.396 -0.248
H 6.024 -0.028 0.673 0.341
H 3.689 0.680 0.876 -0.577
H 4.593 2.018 0.148 0.221
Cl 3.544 -4.380 -3.144 -0.177
C 2.169 -5.508 -3.244 -0.596
C 0.875 -4.805 -3.622 -0.359
Cl 0.288 -3.734 -2.325 -0.128
H 2.082 -6.023 -2.282 0.317
H 2.424 -6.251 -4.005 0.413
H 0.089 -5.544 -3.802 0.408
H 0.993 -4.205 -4.530 0.089
Cl -5.359 3.320 3.178 -0.167
C -6.424 2.098 3.918 -0.129
C -5.640 1.016 4.643 -0.584
Cl -4.731 -0.024 3.519 -0.117
H -7.057 1.678 3.131 -0.103
H -7.068 2.628 4.626 0.380
H -6.326 0.365 5.193 0.303
H -4.930 1.444 5.359 0.386
Cl 2.478 0.071 -5.636 -0.215
C 1.981 0.654 -4.028 -0.358
C 1.235 -0.408 -3.237 0.019
Cl -0.365 -0.766 -3.932 -0.143
H 1.374 1.554 -4.166 0.388
H 2.895 0.939 -3.499 0.144
H 1.065 -0.060 -2.214 0.034
H 1.801 -1.345 -3.187 0.103
Cl 7.869 -0.998 7.330 -0.191
C 7.954 0.358 6.178 -0.470
C 6.614 0.636 5.518 -0.063
Cl 6.127 -0.669 4.407 -0.260
H 8.728 0.127 5.438 0.329
H 8.279 1.235 6.745 0.309
H 6.675 1.552 4.923 -0.054
H 5.818 0.765 6.259 0.375
Cl -0.797 -4.441 -6.815 -0.196
C -0.722 -2.779 -7.452 -0.125
C -2.038 -2.038 -7.280 -0.377
Cl -3.323 -2.698 -8.321 -0.201
H -0.424 -2.832 -8.504 0.361
H 0.070 -2.264 -6.900 0.025
H -1.912 -0.987 -7.559 0.318
H -2.389 -2.074 -6.243 0.211
Cl 5.503 3.848 5.395 -0.157
C 5.578 5.511 4.758 -0.505
C 4.262 6.252 4.931 -0.449
Cl 2.977 5.592 3.889 -0.160
H 5.876 5.458 3.706 0.281
H 6.370 6.025 5.310 0.379
H 4.388 7.302 4.651 0.308
H 3.911 6.216 5.967 0.302
Cl 3.847 4.049 -2.722 -0.183
C 5.112 3.523 -3.860 -0.510
C 4.848 4.005 -5.277 -0.472
Cl 3.437 3.201 -6.008 -0.148
H 5.180 2.431 -3.811 0.306
H 6.057 3.938 -3.496 0.384
H 5.707 3.777 -5.914 0.315
H 4.677 5.086 -5.310 0.323

# 4
99
Properties=species:S:1:pos:R:3:lowdin_spin:R:1 method="wB97M-V/def2-TZVPD" multiplicity=5 orbital_gap_ev="6.882 / 6.783" total_charge=+1 energy_ev=-114414.243 relative_energy_ev=0.0000
Cr 0.351 -0.126 0.440 3.822
C 5.036 -1.183 1.658 0.000
N 4.663 -0.609 0.370 0.004
C 5.523 -0.930 -0.758 0.001
C 3.474 -0.013 0.229 0.008
O 2.674 0.156 1.148 0.035
C 3.054 0.464 -1.163 0.002
O 1.777 1.062 -1.070 0.013
C 1.805 2.447 -0.761 0.002
C 0.644 2.779 0.163 0.008
O -0.027 1.867 0.681 0.025
N 0.388 4.060 0.418 0.007
C -0.681 4.434 1.338 0.001
C 1.121 5.180 -0.148 0.001
H 6.027 -0.828 1.941 0.000
H 5.059 -2.273 1.590 0.000
H 4.314 -0.884 2.410 0.000
H 6.551 -0.978 -0.405 0.000
H 5.476 -0.164 -1.529 0.000
H 5.263 -1.897 -1.197 0.000
H 2.962 -0.393 -1.834 0.000
H 3.781 1.156 -1.595 0.000
H 1.710 3.008 -1.691 0.000
H 2.735 2.712 -0.248 0.000
H -1.161 3.544 1.727 0.000
H -1.414 5.046 0.809 0.000
H -0.262 5.012 2.162 0.000
H 1.903 4.856 -0.826 0.000
H 1.577 5.762 0.655 0.000
H 0.432 5.825 -0.695 0.000
O -0.756 -0.278 -1.622 0.044
C -0.528 -1.485 -2.311 0.005
C 0.486 -2.357 -1.609 0.010
C 0.894 -3.551 -2.194 -0.002
C 1.776 -4.370 -1.517 0.009
C 2.232 -3.980 -0.263 -0.001
C 1.789 -2.781 0.249 0.013
N 0.936 -1.979 -0.410 0.002
H -0.595 0.525 -2.168 0.001
H -0.199 -1.303 -3.337 0.001
H -1.465 -2.049 -2.361 0.001
H 0.506 -3.827 -3.165 0.000
H 2.098 -5.306 -1.954 0.001
H 2.904 -4.598 0.316 0.000
H 2.103 -2.429 1.224 0.003
C 0.092 -4.144 3.341 0.000
Si -1.396 -3.352 2.481 -0.005
C -2.920 -3.827 3.477 -0.003
C -1.587 -4.190 0.796 0.000
Si -1.129 -1.036 2.274 -0.009
Si -0.266 -0.261 4.301 -0.001
C 1.557 -0.735 4.411 0.002
C -0.335 1.625 4.363 0.001
C -1.128 -0.929 5.834 -0.002
Si -3.288 -0.192 1.978 -0.002
C -4.097 -1.074 0.512 0.001
C -4.437 -0.349 3.462 -0.002
C -3.261 1.649 1.546 0.001
H 0.120 -5.220 3.154 0.000
H 0.027 -3.998 4.422 0.000
H 1.044 -3.720 3.017 0.000
H -2.942 -4.905 3.658 0.000
H -3.836 -3.565 2.945 0.000
H -2.940 -3.321 4.445 0.000
H -1.820 -5.250 0.929 0.000
H -0.672 -4.129 0.204 0.000
H -2.394 -3.741 0.213 0.000
H 2.102 -0.339 3.550 0.001
H 1.690 -1.819 4.429 0.000
H 2.010 -0.328 5.319 0.000
H 0.176 2.051 3.495 0.000
H 0.156 1.997 5.266 0.000
H -1.363 1.995 4.365 0.000
H -1.035 -2.016 5.896 0.000
H -2.194 -0.690 5.830 0.000
H -0.692 -0.506 6.743 0.000
H -4.289 -2.125 0.740 0.000
H -3.435 -1.050 -0.359 0.000
H -5.050 -0.613 0.242 0.000
H -4.557 -1.385 3.781 0.000
H -5.429 0.049 3.230 0.000
H -4.045 0.212 4.313 0.000
H -2.587 1.849 0.712 0.000
H -2.920 2.242 2.397 0.000
H -4.266 1.995 1.284 0.000
O -0.584 2.213 -2.588 0.000
S -1.812 3.076 -2.348 0.000
C -2.502 3.384 -4.006 0.000
C -3.918 2.819 -4.036 0.000
C -3.874 1.558 -3.175 0.000
C -3.195 1.997 -1.886 0.000
H -1.827 2.825 -4.657 0.000
H -2.428 4.443 -4.243 0.000
H -4.237 2.624 -5.060 0.000
H -4.622 3.534 -3.605 0.000
H -3.291 0.776 -3.668 0.000
H -4.867 1.158 -2.976 0.000
H -2.780 1.202 -1.270 0.000
H -3.857 2.602 -1.263 0.000

# 5
99
Properties=species:S:1:pos:R:3:lowdin_spin:R:1 method="wB97M-V/def2-TZVPD" multiplicity=5 orbital_gap_ev="5.849 / 6.435" total_charge=+1 energy_ev=-114413.475 relative_energy_ev=0.7680
Cr 0.278 -0.444 0.136 3.741
C 4.582 -1.264 2.104 0.001
N 4.493 -0.597 0.802 0.007
C 5.658 -0.729 -0.071 0.001
C 3.318 -0.142 0.364 0.012
O 2.284 -0.145 1.045 0.036
C 3.211 0.365 -1.075 0.003
O 1.954 0.979 -1.271 0.020
C 1.888 2.309 -0.784 0.002
C 0.638 2.525 0.070 0.008
O -0.025 1.560 0.475 0.019
N 0.281 3.780 0.339 0.007
C -0.950 4.058 1.075 0.001
C 1.065 4.962 0.006 0.001
H 5.389 -0.821 2.686 0.000
H 4.787 -2.326 1.962 0.000
H 3.646 -1.146 2.639 0.000
H 6.544 -0.817 0.552 0.000
H 5.786 0.145 -0.705 0.000
H 5.589 -1.618 -0.702 0.000
H 3.253 -0.488 -1.754 0.001
H 4.024 1.044 -1.338 0.000
H 1.868 2.983 -1.640 0.000
H 2.768 2.546 -0.178 0.000
H -1.432 3.130 1.357 0.000
H -1.620 4.644 0.443 0.000
H -0.719 4.629 1.974 0.000
H 1.937 4.728 -0.592 0.000
H 1.399 5.452 0.921 0.000
H 0.443 5.666 -0.547 0.000
O -1.516 -0.856 -1.161 0.046
C -1.402 -2.043 -1.913 0.006
C -0.085 -2.742 -1.680 0.018
C 0.227 -3.880 -2.414 -0.003
C 1.393 -4.566 -2.153 0.017
C 2.224 -4.094 -1.146 -0.002
C 1.855 -2.953 -0.469 0.018
N 0.728 -2.268 -0.725 0.006
H -1.373 -0.063 -1.743 0.003
H -1.536 -1.849 -2.981 0.001
H -2.201 -2.718 -1.593 0.001
H -0.465 -4.219 -3.175 0.000
H 1.647 -5.457 -2.713 0.001
H 3.136 -4.608 -0.875 0.000
H 2.461 -2.577 0.344 0.001
C 1.010 -3.704 2.918 0.001
Si -0.831 -3.311 2.691 0.005
C -1.702 -3.939 4.234 0.001
C -1.484 -4.383 1.283 0.000
Si -1.083 -1.041 2.229 0.011
Si -0.385 0.066 4.159 0.001
C 1.443 -0.270 4.467 0.000
C -0.514 1.939 3.987 0.000
C -1.277 -0.391 5.748 0.000
Si -3.356 -0.624 1.935 0.003
C -4.209 -1.585 0.557 0.001
C -4.395 -0.952 3.466 0.000
C -3.600 1.197 1.484 0.000
H 1.275 -4.682 2.501 0.000
H 1.268 -3.713 3.980 0.000
H 1.636 -2.946 2.437 0.001
H -1.562 -5.019 4.350 0.000
H -2.777 -3.746 4.185 0.000
H -1.321 -3.456 5.135 0.000
H -1.425 -5.442 1.551 0.000
H -0.914 -4.246 0.359 0.000
H -2.530 -4.150 1.071 0.000
H 2.043 0.156 3.657 0.000
H 1.650 -1.343 4.517 0.000
H 1.768 0.181 5.409 0.000
H 0.118 2.282 3.162 0.000
H -0.174 2.430 4.903 0.000
H -1.538 2.266 3.789 0.000
H -1.197 -1.460 5.953 0.000
H -2.339 -0.146 5.705 0.000
H -0.844 0.147 6.598 0.000
H -4.028 -2.660 0.639 0.000
H -3.875 -1.264 -0.432 0.000
H -5.290 -1.430 0.625 0.000
H -4.380 -2.013 3.728 0.000
H -5.439 -0.662 3.304 0.000
H -4.023 -0.397 4.329 0.000
H -2.951 1.463 0.640 0.000
H -3.348 1.854 2.322 0.000
H -4.639 1.396 1.201 0.000
O -1.084 1.328 -2.508 0.002
S -1.770 2.662 -2.261 0.000
C -1.647 3.582 -3.814 0.000
C -3.026 4.188 -4.042 0.000
C -4.009 3.050 -3.763 0.000
C -3.568 2.418 -2.441 0.000
H -1.398 2.826 -4.561 0.000
H -0.837 4.307 -3.742 0.000
H -3.122 4.583 -5.052 0.000
H -3.196 5.014 -3.346 0.000
H -3.952 2.314 -4.566 0.000
H -5.038 3.402 -3.707 0.000
H -3.730 1.342 -2.375 0.000
H -4.032 2.891 -1.575 0.000